[1]
Density functional theory data (wB97M-V/def2-TZVPD) for a molecular structure, C34H30F6GeN3O7PbS2Se2.

XYZ file:
```
86
Properties=species:S:1:pos:R:3
Pb 2.354 0.484 0.665
F -2.158 -4.474 0.461
C -2.485 -3.205 0.550
F -3.771 -3.036 0.291
F -2.204 -2.739 1.760
S -1.537 -2.247 -0.715
O -1.940 -0.838 -0.397
O -1.867 -2.715 -2.015
N -0.084 -2.478 -0.189
S 1.157 -2.075 -1.066
O 0.916 -0.961 -1.945
O 2.290 -1.928 -0.161
C 1.579 -3.552 -2.138
F 2.895 -3.630 -2.233
F 1.049 -3.364 -3.331
F 1.094 -4.650 -1.589
C -1.848 0.310 3.496
C -0.370 0.211 3.375
C 0.479 -0.091 4.557
O 0.117 -0.321 2.186
C 0.608 2.636 3.458
O -0.219 2.907 4.209
O 1.463 2.393 2.697
H -2.299 -0.683 3.642
H -2.306 0.752 2.606
H -2.119 0.924 4.353
H 0.372 -1.145 4.850
H 0.176 0.518 5.408
H 1.537 0.090 4.357
H -0.614 -0.416 1.555
Se 6.503 0.926 1.238
Se 4.657 1.560 2.480
C 4.183 -0.176 3.179
C 4.717 -0.669 4.353
C 4.336 -1.945 4.753
C 3.444 -2.665 3.976
C 2.941 -2.089 2.822
N 3.309 -0.864 2.437
C 5.764 0.547 -0.499
C 6.720 0.401 -1.497
C 6.301 0.134 -2.786
C 4.940 0.038 -3.047
C 4.063 0.197 -1.998
N 4.461 0.436 -0.733
H 5.416 -0.080 4.929
H 4.736 -2.368 5.665
H 3.132 -3.661 4.257
H 2.232 -2.598 2.184
H 7.772 0.507 -1.266
H 7.026 0.015 -3.580
H 4.566 -0.156 -4.041
H 2.993 0.123 -2.166
C -5.688 2.185 1.721
C -4.769 3.086 1.203
C -3.850 2.668 0.250
C -3.847 1.344 -0.187
C -4.786 0.447 0.329
C -5.701 0.867 1.282
Ge -2.591 0.746 -1.505
C -0.954 1.768 -1.575
C -0.468 2.421 -0.441
C 0.683 3.198 -0.516
C 1.369 3.311 -1.719
C 0.894 2.663 -2.853
C -0.267 1.907 -2.783
C -3.311 0.052 -3.130
C -4.691 0.168 -3.306
C -5.279 -0.249 -4.492
C -4.492 -0.778 -5.503
C -3.116 -0.891 -5.337
C -2.524 -0.476 -4.158
H -6.405 2.513 2.462
H -4.772 4.116 1.535
H -3.146 3.385 -0.157
H -4.809 -0.582 -0.011
H -6.428 0.170 1.676
H -1.006 2.356 0.500
H 1.028 3.745 0.355
H 2.253 3.934 -1.781
H 1.411 2.770 -3.798
H -0.646 1.438 -3.682
H -5.311 0.588 -2.523
H -6.348 -0.159 -4.625
H -4.950 -1.104 -6.427
H -2.508 -1.307 -6.128
H -1.455 -0.592 -4.034
```

Calculated values
multiplicity	2
charge	+2
E_LUMO (alpha / beta)	-5.603 / -5.608	eV

***

[2]
Density functional theory data (wB97M-V/def2-TZVPD) for a molecular structure, C34H30MnN7O2P.

XYZ file:
```
75
Properties=species:S:1:pos:R:3
Mn -0.727 -0.705 -0.862
O -0.339 -4.755 0.056
C -0.196 -3.547 0.090
O -0.979 -2.668 -0.443
C 1.065 -2.998 0.788
P 1.127 -1.163 0.873
C 0.775 -0.683 2.594
C 0.579 0.677 2.838
C 0.241 1.130 4.103
C 0.073 0.221 5.141
C 0.263 -1.132 4.908
C 0.615 -1.583 3.642
C 2.912 -0.798 0.660
C 3.464 -1.056 -0.597
C 4.797 -0.783 -0.859
C 5.600 -0.233 0.133
C 5.059 0.036 1.381
C 3.722 -0.244 1.645
H 1.917 -3.319 0.186
H 1.180 -3.484 1.753
H 0.699 1.389 2.028
H 0.092 2.188 4.276
H -0.214 0.568 6.126
H 0.130 -1.846 5.712
H 0.747 -2.645 3.484
H 2.843 -1.482 -1.380
H 5.210 -0.997 -1.837
H 6.642 -0.016 -0.067
H 5.680 0.464 2.159
H 3.313 -0.032 2.626
N 0.044 2.802 -0.202
C 0.592 2.444 -1.368
N 1.253 3.376 -2.059
C 1.802 2.952 -3.186
N 2.425 3.854 -3.964
N 1.770 1.677 -3.641
C 1.098 0.855 -2.874
N 0.464 1.147 -1.752
C 1.069 -0.587 -3.332
C 1.981 -1.032 -4.267
C 1.958 -2.374 -4.627
C 1.016 -3.204 -4.056
C 0.130 -2.670 -3.131
N 0.172 -1.386 -2.769
H -0.024 3.796 -0.051
H -0.722 2.246 0.157
H 2.575 4.778 -3.601
H 2.953 3.529 -4.753
H 2.684 -0.327 -4.686
H 2.670 -2.761 -5.346
H 0.957 -4.254 -4.304
H -0.623 -3.273 -2.641
C -4.782 -1.761 3.079
C -3.419 -2.013 2.988
C -2.645 -1.404 2.011
C -3.200 -0.523 1.082
C -4.580 -0.290 1.173
C -5.352 -0.893 2.154
N -2.404 0.075 0.090
C -2.816 1.340 -0.337
C -2.769 1.686 -1.695
C -3.024 2.980 -2.131
C -3.376 3.973 -1.227
C -3.472 3.640 0.122
C -3.195 2.355 0.561
H -5.385 -2.232 3.845
H -2.946 -2.694 3.686
H -1.586 -1.616 1.965
H -5.056 0.363 0.451
H -6.416 -0.689 2.189
H -2.532 0.910 -2.415
H -2.967 3.209 -3.190
H -3.593 4.978 -1.567
H -3.759 4.397 0.844
H -3.260 2.112 1.616
```

Calculated values
multiplicity	6
charge	0
E_LUMO (alpha / beta)	-0.510 / -0.588	eV

***

[3]
Density functional theory data (wB97M-V/def2-TZVPD) for a molecular structure, C34H30N3O6PS2W.

XYZ file:
```
77
Properties=species:S:1:pos:R:3
W 0.917 0.320 -0.213
O 2.869 3.643 0.163
S 1.627 2.997 -0.030
O 1.563 2.054 -1.234
O 1.166 2.051 1.064
C 0.305 4.089 -0.225
C 0.522 5.445 -0.391
C -0.579 6.256 -0.617
C -1.844 5.695 -0.699
C -2.036 4.325 -0.542
C -0.958 3.494 -0.275
P -1.206 1.683 -0.050
C -1.894 1.513 1.622
C -3.012 2.250 2.003
C -3.545 2.108 3.277
C -2.961 1.238 4.183
C -1.838 0.504 3.818
C -1.314 0.642 2.545
C -2.486 1.382 -1.281
C -2.107 1.612 -2.607
C -3.024 1.427 -3.626
C -4.318 1.015 -3.324
C -4.692 0.787 -2.008
C -3.775 0.967 -0.981
H 1.527 5.846 -0.340
H -0.445 7.322 -0.745
H -2.699 6.327 -0.901
H -3.030 3.908 -0.647
H -3.470 2.947 1.312
H -4.417 2.682 3.561
H -3.373 1.133 5.179
H -1.371 -0.162 4.533
H -0.438 0.069 2.282
H -1.099 1.935 -2.838
H -2.736 1.605 -4.654
H -5.036 0.873 -4.122
H -5.700 0.468 -1.778
H -4.064 0.767 0.043
O 2.022 -1.643 -0.333
S 1.614 -2.936 -1.084
C 2.449 -4.208 -0.182
C 2.562 -5.440 -0.811
C 3.182 -6.473 -0.126
C 3.688 -6.255 1.150
C 3.585 -5.005 1.750
C 2.960 -3.962 1.084
C -0.071 -3.143 -0.570
C -0.393 -2.969 0.703
C -1.753 -2.353 0.820
C -2.793 -3.159 0.089
C -2.468 -3.378 -1.175
C -1.149 -2.762 -1.554
H 2.178 -5.592 -1.814
H 3.283 -7.444 -0.593
H 4.176 -7.064 1.678
H 4.001 -4.843 2.736
H 2.894 -2.974 1.520
H 0.282 -3.053 1.547
H -2.029 -2.036 1.820
H -3.703 -3.481 0.576
H -3.073 -3.903 -1.900
H -0.873 -2.875 -2.598
O -1.584 -1.067 0.057
N -1.341 -1.273 -1.336
O -0.092 -0.646 -1.575
C 3.982 0.178 -1.953
C 4.037 0.449 -0.491
N 3.045 0.433 0.400
C 3.592 0.755 1.636
C 4.916 0.950 1.488
N 5.171 0.754 0.147
H 4.370 1.031 -2.510
H 2.969 -0.005 -2.290
H 4.584 -0.697 -2.198
H 2.991 0.827 2.525
H 5.681 1.213 2.196
H 6.077 0.830 -0.290
```

Calculated values
multiplicity	3
charge	+2
E_LUMO (alpha / beta)	-6.236 / -6.429	eV

***

[4]
Density functional theory data (wB97M-V/def2-TZVPD) for a molecular structure, C34H31BaBrN9OS.

XYZ file:
```
78
Properties=species:S:1:pos:R:3
Ba -0.071 0.848 -0.044
C 1.604 -3.451 2.334
C 1.409 -2.243 1.470
N 0.275 -1.689 1.236
N -0.830 -2.304 1.777
C -1.938 -1.641 1.518
O -2.011 -0.522 0.894
C -3.205 -2.264 1.992
C -4.367 -1.500 2.053
C -5.558 -2.069 2.476
C -5.599 -3.410 2.829
C -4.443 -4.178 2.768
C -3.250 -3.608 2.356
C 2.602 -1.643 0.805
C 3.868 -2.190 1.003
C 4.964 -1.633 0.364
C 4.777 -0.541 -0.461
C 3.488 -0.054 -0.605
N 2.427 -0.578 0.001
H 0.657 -3.735 2.780
H 2.326 -3.246 3.127
H 1.990 -4.290 1.750
H -4.327 -0.450 1.793
H -6.454 -1.465 2.534
H -6.529 -3.857 3.156
H -4.473 -5.224 3.046
H -2.343 -4.193 2.312
H 3.991 -3.047 1.647
H 5.951 -2.054 0.510
H 5.598 -0.072 -0.985
H 3.303 0.803 -1.246
C -2.744 -4.051 -2.333
C -3.214 -3.196 -3.326
C -2.665 -1.937 -3.485
C -1.632 -1.541 -2.635
C -1.155 -2.394 -1.649
C -1.713 -3.653 -1.496
N -1.048 -0.241 -2.672
N -1.339 0.435 -3.667
C -0.825 1.768 -3.668
C -0.987 2.467 -4.855
C -0.529 3.773 -4.916
C 0.050 4.329 -3.788
C 0.151 3.552 -2.643
N -0.268 2.290 -2.578
H -3.191 -5.029 -2.211
H -4.020 -3.515 -3.974
H -3.026 -1.257 -4.243
H -0.354 -2.071 -0.995
H -1.351 -4.308 -0.715
H -1.460 1.977 -5.694
H -0.630 4.345 -5.829
H 0.414 5.347 -3.781
H 0.574 3.971 -1.737
C -3.576 4.410 -2.174
N -3.644 3.006 -1.816
C -4.358 2.026 -2.490
C -4.192 0.875 -1.809
N -3.384 1.161 -0.728
C -3.055 2.474 -0.722
S -2.105 3.301 0.419
H -3.914 4.523 -3.202
H -2.550 4.756 -2.080
H -4.206 5.003 -1.512
H -4.917 2.245 -3.381
H -4.570 -0.115 -1.992
H -3.094 0.480 -0.007
Br 1.361 6.139 3.339
C 1.854 4.341 3.085
C 2.829 3.749 3.868
C 3.143 2.421 3.626
C 2.476 1.748 2.618
N 1.533 2.320 1.865
C 1.226 3.596 2.100
H 3.328 4.312 4.645
H 3.895 1.914 4.213
H 2.700 0.709 2.405
H 0.450 4.042 1.489
```

Calculated values
charge	+1
E_LUMO	-3.472	eV

***

[5]
Density functional theory data (wB97M-V/def2-TZVPD) for a molecular structure, C34H31CrN6O7PS2Se.

XYZ file:
```
83
Properties=species:S:1:pos:R:3
Cr 2.230 0.063 -1.405
C -0.582 1.199 -2.656
N 0.594 0.322 -2.776
C 0.244 -1.017 -3.259
C 0.410 -1.976 -2.134
N 1.084 -1.637 -1.061
C 1.147 -2.783 -0.269
C 1.756 -3.014 0.959
C 1.681 -4.294 1.475
C 1.037 -5.331 0.786
C 0.430 -5.113 -0.435
C 0.492 -3.821 -0.934
N 0.013 -3.263 -2.108
C -0.291 2.521 -2.010
N -0.576 2.799 -0.760
C -0.164 4.115 -0.584
C -0.201 4.922 0.553
C 0.321 6.196 0.451
C 0.877 6.661 -0.751
C 0.917 5.874 -1.884
C 0.370 4.601 -1.779
N 0.231 3.578 -2.696
H -1.347 0.712 -2.050
H -0.987 1.380 -3.659
H 1.231 0.759 -3.497
H 0.955 -1.296 -4.042
H -0.770 -1.067 -3.671
H 2.287 -2.227 1.469
H 2.156 -4.508 2.423
H 1.021 -6.324 1.216
H -0.070 -5.908 -0.972
H -0.465 -3.742 -2.850
H -0.612 4.553 1.484
H 0.316 6.847 1.317
H 1.303 7.656 -0.783
H 1.386 6.209 -2.798
H 0.900 3.472 -3.462
N 1.462 1.051 0.380
C 1.227 0.427 1.631
C 2.278 0.388 2.549
C 2.092 -0.134 3.814
C 0.836 -0.594 4.198
C -0.198 -0.563 3.283
C -0.016 -0.109 1.973
P -1.376 -0.187 0.740
C -2.726 0.561 1.743
C -3.728 -0.151 2.396
C -4.704 0.514 3.129
C -4.690 1.897 3.219
C -3.698 2.616 2.565
C -2.731 1.954 1.829
C -1.906 -1.946 0.742
C -2.807 -2.264 -0.278
C -3.364 -3.529 -0.374
C -3.021 -4.507 0.551
C -2.110 -4.211 1.553
C -1.550 -2.944 1.644
H 0.658 1.601 0.059
H 2.255 1.684 0.453
H 3.244 0.781 2.255
H 2.921 -0.155 4.509
H 0.667 -0.962 5.201
H -1.183 -0.900 3.583
H -3.753 -1.232 2.340
H -5.475 -0.056 3.633
H -5.451 2.413 3.790
H -3.684 3.698 2.619
H -1.973 2.517 1.294
H -3.082 -1.501 -1.000
H -4.069 -3.750 -1.166
H -3.454 -5.497 0.484
H -1.816 -4.973 2.262
H -0.821 -2.747 2.416
O 5.462 -1.711 -2.753
S 4.151 -1.770 -2.181
O 3.568 -3.093 -2.052
O 3.149 -0.854 -2.894
S 4.062 -0.825 -0.331
O 2.850 3.975 -3.330
Se 3.270 2.410 -3.404
O 2.211 1.657 -4.417
O 2.880 1.761 -1.828
O 4.822 2.143 -3.677
```

Calculated values
multiplicity	2
charge	-1
E_LUMO (alpha / beta)	2.016 / 2.017	eV

***

[6]
Density functional theory data (wB97M-V/def2-TZVPD) for a molecular structure, C34H31Ge2IrN4O4S.

XYZ file:
```
77
Properties=species:S:1:pos:R:3
Ir 0.011 -0.179 -0.071
O -0.756 0.590 3.855
C -0.277 0.548 2.763
O -0.917 0.217 1.644
C 1.119 0.955 2.454
C 1.972 1.591 3.326
C 3.204 2.017 2.842
C 3.536 1.788 1.515
C 2.635 1.120 0.711
N 1.465 0.715 1.192
C 2.832 0.806 -0.722
O 3.864 1.060 -1.289
O 1.778 0.233 -1.240
H 1.653 1.754 4.347
H 3.896 2.531 3.496
H 4.470 2.112 1.076
N -1.434 -1.157 -3.880
C -0.941 -2.426 -4.362
C -1.627 -3.076 -5.363
C -1.172 -4.314 -5.808
C -0.044 -4.878 -5.238
C 0.637 -4.205 -4.227
C 0.185 -2.974 -3.797
S 1.112 -2.039 -2.618
N -0.184 -1.060 -1.947
C -1.098 -0.610 -2.721
C -1.898 0.569 -2.219
C -2.920 1.171 -2.896
C -3.594 2.233 -2.289
C -3.219 2.633 -1.028
C -2.178 1.967 -0.398
N -1.532 0.969 -1.002
H -2.197 -0.754 -4.394
H -2.514 -2.626 -5.797
H -1.702 -4.829 -6.599
H 0.310 -5.843 -5.576
H 1.523 -4.637 -3.774
H -3.217 0.845 -3.884
H -4.408 2.726 -2.805
H -3.719 3.448 -0.522
H -1.847 2.213 0.601
C 3.395 -1.707 2.737
Ge 2.661 -2.915 1.420
C 3.643 -2.760 -0.248
C 2.860 -4.724 2.081
Ge 0.276 -2.462 0.904
C -0.485 -3.900 -0.186
C -1.452 -3.748 -1.181
C -1.927 -4.842 -1.896
C -1.444 -6.114 -1.622
C -0.517 -6.289 -0.604
C -0.047 -5.191 0.110
C -0.730 -2.635 2.547
C -0.101 -2.739 3.787
C -0.846 -2.789 4.962
C -2.228 -2.711 4.907
C -2.873 -2.611 3.678
C -2.129 -2.576 2.509
H 4.336 -2.146 3.078
H 2.744 -1.573 3.600
H 3.612 -0.739 2.297
H 4.711 -2.877 -0.049
H 3.486 -1.795 -0.726
H 3.328 -3.550 -0.931
H 3.894 -4.804 2.428
H 2.703 -5.454 1.290
H 2.195 -4.942 2.918
H -1.869 -2.769 -1.388
H -2.676 -4.701 -2.668
H -1.801 -6.967 -2.187
H -0.161 -7.282 -0.358
H 0.653 -5.355 0.920
H 0.980 -2.792 3.848
H -0.344 -2.877 5.919
H -2.807 -2.729 5.822
H -3.954 -2.561 3.636
H -2.643 -2.505 1.556
```

Calculated values
multiplicity	2
charge	+1
E_LUMO (alpha / beta)	-3.858 / -4.807	eV

***

Energy? In order: -10472.3036 -3339.9427 -3133.5221 -4879.9262 -6753.2669 -6490.3806 a.u..
ΔE to the lowest compared entry with this formula, charge and spin? In order: 0.0 0.0 87.4 0.0 5.1 28.1 kcal per mole.
Largest force on an atom? In order: 0.52 1.04 1.75 0.18 1.38 4.65 eV/Å.